{"formula": "C18H12N4O3", "method": "ωB97M-V/def2-TZVPD", "elements": ["H", "C", "H", "H", "H", "C", "C", "C", "H", "N", "C", "O", "C", "C", "C", "C", "H", "H", "C", "H", "C", "N", "C", "C", "H", "N", "C", "C", "H", "O", "C", "O", "H", "C", "H", "N", "C"], "coordinates": [[-2.84740, -2.36848, -2.22644], [-0.02661, 2.52117, 3.45591], [-2.46508, -4.65766, -2.62035], [-0.78304, 5.96015, 1.44912], [-1.01983, 1.73247, -1.14563], [-1.65485, -4.04489, -2.18995], [2.83297, -3.66969, -0.71545], [-0.48048, 2.65078, 0.72739], [-1.96973, 3.88597, -2.17096], [0.04143, 0.18105, 0.53084], [2.60396, -2.44440, -0.02618], [-0.40140, 4.62873, 3.69715], [-1.28705, 5.06117, -0.43598], [0.34386, -2.50238, -0.90398], [0.61501, -3.88682, -1.31612], [-0.11674, 1.34775, 1.28920], [-1.23410, -0.94982, -0.99965], [3.86644, -4.07483, -1.00671], [-0.43465, 3.81840, 1.54107], [-0.24881, -5.59652, -2.23737], [-1.04714, 2.64017, -0.58431], [-0.20119, 3.72859, 2.86440], [1.31876, -1.78200, -0.11082], [-1.89024, -2.71103, -1.91045], [0.46362, 0.52984, 3.22931], [1.18800, -0.49934, 0.40425], [-0.44354, -4.50033, -1.85769], [-0.88212, -1.89096, -1.22797], [0.17542, 2.47738, 4.47263], [2.37154, -5.38031, -1.79048], [-0.77379, 4.97642, 0.85870], [2.20107, -0.04866, 1.02349], [-1.78557, 5.97791, -0.73869], [0.05001, 1.34007, 2.66039], [3.46162, -1.95131, 0.49493], [1.90751, -4.33965, -1.32322], [-1.44787, 3.84105, -1.16037]], "nbo_charge": [0.2136, -0.0003, 0.2323, 0.2448, 0.2272, -0.2240, -0.0349, -0.0522, 0.2207, -0.2910, -0.1439, -0.5295, -0.2155, 0.0376, 0.0503, 0.1261, 0.2507, 0.2544, 0.1340, 0.2406, -0.1973, 0.1120, 0.0379, -0.1477, 0.2291, 0.3053, -0.1773, -0.2152, 0.2249, -0.4782, -0.2002, -0.4625, 0.2279, -0.2243, 0.2716, 0.1444, -0.1914], "de_lowest_kj_mol": 711.37, "gap_ev": 5.83, "e_tot_ha": -1137.5404}



{"formula": "C18H12N4OV", "method": "ωB97M-V/def2-TZVPD", "elements": ["H", "C", "C", "O", "H", "C", "C", "H", "H", "H", "N", "C", "C", "C", "C", "C", "H", "C", "C", "H", "V", "N", "C", "C", "H", "H", "C", "N", "N", "H", "H", "H", "C", "C", "C", "C"], "coordinates": [[0.54793, 0.38578, 4.77957], [0.41314, 0.39937, 1.39075], [1.21703, 2.00801, 3.56632], [3.23390, -0.81825, -1.49914], [0.05327, -0.38388, -4.26758], [1.05173, 1.64500, 1.18972], [2.01534, 3.72161, 1.93031], [2.66022, 5.03285, 0.33575], [-1.68245, -1.60880, 1.99224], [-3.39900, -3.98484, -1.09561], [-0.36747, -0.77124, -2.25839], [-1.08041, -1.51550, -1.35886], [-0.89376, -1.18971, 0.01219], [1.43301, 2.47956, 2.24094], [-1.37100, -1.97638, -4.07203], [-2.57869, -2.86136, 0.53193], [-1.45603, -2.12451, -5.13923], [-0.52365, -0.99943, -3.58413], [0.27272, -0.05273, 2.70348], [2.01367, 3.44480, -1.43067], [0.78734, 0.68168, -1.53150], [1.26956, 2.00825, -0.11448], [-2.09256, -2.73792, -3.16816], [-1.96379, -2.50504, -1.78781], [-0.10012, -1.03837, 2.92896], [1.51090, 2.62096, 4.40965], [1.84855, 3.20016, -0.38574], [2.31827, -0.17338, -1.54988], [0.01795, -0.18208, 0.19919], [2.30767, 4.38956, 2.73279], [-2.76766, -3.51342, -3.51222], [-3.17683, -3.36492, 1.27936], [2.21595, 4.08637, 0.61068], [-1.69636, -1.85840, 0.94502], [0.67236, 0.76025, 3.77253], [-2.71071, -3.20405, -0.79595]], "lowdin_spin": [-0.0018, 0.0387, 0.1367, 0.3924, 0.0002, 0.0473, 0.0391, -0.0003, 0.0047, 0.0063, 0.0285, 0.0581, 0.0511, 0.0094, 0.0033, 0.0050, -0.0003, 0.0046, 0.0890, 0.0001, 0.1446, 0.0325, 0.0354, 0.0132, 0.0034, 0.0051, 0.0060, 0.2958, 0.2704, 0.0012, 0.0010, -0.0021, 0.0042, 0.1067, 0.0033, 0.1668], "de_lowest_kj_mol": 9.71, "total_charge": 3, "gap_ev": [5.69, 4.96], "e_tot_ha": -1930.2726, "spin_multiplicity": 3}



{"formula": "C18H13Cl2N3O3S", "method": "ωB97M-V/def2-TZVPD", "elements": ["H", "C", "O", "H", "H", "N", "N", "C", "H", "C", "Cl", "C", "C", "H", "C", "C", "C", "O", "H", "C", "H", "C", "H", "Cl", "H", "C", "C", "C", "H", "S", "H", "C", "N", "O", "H", "C", "H", "C", "C", "C"], "coordinates": [[-3.56757, 2.06860, 3.80953], [2.13464, -2.88107, -1.64637], [1.70730, 0.10570, -1.76770], [3.39013, 2.40969, 1.93129], [-1.09918, 1.61063, 3.26573], [-4.02558, 2.60651, 1.80459], [-0.44723, 0.65880, -1.22862], [0.19494, -3.81770, 0.17259], [1.89651, -4.31475, 1.39213], [2.57942, 2.05504, 1.30428], [4.26321, -3.51417, -0.01160], [2.80381, 1.25589, 0.14772], [-0.20084, -3.21192, -1.05281], [2.87892, -2.51965, -2.35482], [2.54573, -3.39542, -0.39802], [0.75576, -2.78823, -1.96642], [0.15255, 1.99048, 0.87595], [-0.75391, -2.79667, -4.19456], [-1.35205, -0.66623, -2.59521], [-1.70310, 2.27831, 2.69391], [3.78855, 0.98110, -0.21671], [1.69998, 0.83191, -0.63191], [-1.87841, 2.62004, -0.75269], [-1.88184, -2.87031, -1.36630], [-3.28353, 0.76999, 2.58041], [0.34158, 0.06163, -2.06443], [-1.24918, 2.28159, 1.23266], [0.40975, 1.22172, -0.27559], [-1.58349, 3.25104, 3.11121], [0.26232, -1.97856, -3.50964], [-0.56100, -4.13998, 0.87845], [1.56273, -3.86948, 0.47183], [-0.43594, -0.56914, -2.98025], [1.38073, -1.61392, -4.38312], [1.03629, 3.01018, 2.51982], [1.26440, 2.38353, 1.64741], [-4.14358, 3.27083, -0.13125], [-3.17029, 1.85141, 2.77146], [-2.17434, 2.52351, 0.28892], [-3.53820, 2.84907, 0.62812]], "nbo_charge": [0.2060, -0.1671, -0.4134, 0.2278, 0.2204, -0.3873, -0.4962, -0.2137, 0.2373, -0.2151, 0.0235, -0.2539, 0.0011, 0.2649, -0.0371, -0.3741, -0.0676, -0.9003, 0.4595, -0.4605, 0.2271, 0.2968, 0.2245, 0.0417, 0.2019, 0.6352, 0.0602, 0.0747, 0.2164, 2.2477, 0.2463, -0.1915, -0.8133, -0.8926, 0.2177, -0.1914, 0.1862, -0.2440, -0.2678, 0.0701], "smiles": "O=S(=O)(Nc1nc2c(C3=CC=NCC3)cccc2o1)c1cc(Cl)ccc1Cl", "de_lowest_kj_mol": 297.70, "gap_ev": 8.23, "e_tot_ha": -2402.2079}



{"formula": "C18H13Cl2NO3S", "method": "ωB97M-V/def2-TZVPD", "elements": ["H", "C", "C", "Cl", "H", "H", "H", "H", "C", "O", "C", "H", "H", "C", "C", "C", "N", "H", "C", "O", "O", "H", "H", "C", "H", "C", "C", "C", "C", "C", "H", "C", "C", "Cl", "C", "S", "C", "H"], "coordinates": [[-0.31816, 1.51237, -0.60770], [0.45655, -0.26213, 3.46956], [0.10212, 0.29370, -4.24042], [-3.03786, 1.13389, -6.81036], [-2.24111, 0.19897, -1.90648], [1.39772, 1.45449, -1.00586], [-3.79732, 0.84162, -3.96613], [-0.31743, 0.61477, -6.31948], [0.51505, 0.85314, -0.74746], [0.19145, -2.85800, 2.73887], [0.90326, 0.94285, 2.94049], [0.21974, -1.47339, 5.22262], [-0.44146, -2.39462, -1.89807], [0.51644, -2.08536, -0.06606], [0.92799, 0.55773, 5.63318], [-2.76648, 0.50930, -4.03883], [0.79219, 1.29260, 1.60711], [-1.41646, -1.48625, -0.73871], [-0.33403, -1.57686, -1.09464], [-1.34080, -1.35055, 1.74308], [1.26289, -2.99248, -0.32289], [1.26729, -0.56941, -2.07406], [1.99822, -1.22326, 1.22606], [-0.47890, 0.01419, -3.04873], [1.22013, 0.20426, -4.38070], [0.97111, -1.08967, 0.89954], [0.46945, -0.52604, 4.82884], [-0.74813, 0.49521, -5.42180], [-1.84140, 0.19742, -2.95038], [-2.16290, 0.59618, -5.30649], [1.79450, 2.62055, 5.63751], [1.30303, 1.97607, 3.81594], [0.77207, 0.37176, 0.61982], [0.81662, 0.29631, 7.38790], [1.37650, 1.77073, 5.16560], [0.00947, -1.48820, 2.27219], [0.28437, -0.29124, -1.80423], [1.67430, 2.91935, 3.54115]], "nbo_charge": [0.2553, -0.3744, -0.2032, -0.0337, 0.2156, 0.2507, 0.2419, 0.2150, -0.4691, -0.8969, 0.1974, 0.2606, 0.2539, 0.5735, -0.0007, -0.2350, -0.4427, 0.2655, -0.5286, -0.9495, -0.4729, 0.2121, 0.2922, 0.0220, 0.2213, -0.7017, -0.1703, -0.2135, -0.1940, 0.0050, 0.2434, -0.1844, 0.3780, -0.0100, -0.2220, 2.1900, -0.2188, 0.2278], "smiles": "O=C1C[C@@H](c2ccc(Cl)cc2)CC2=Nc3ccc(Cl)cc3S(=O)(=O)[C@@H]12", "de_lowest_kj_mol": 194.41, "gap_ev": 8.42, "e_tot_ha": -2292.6562}



{"formula": "C18H13ClF16N2O3S", "method": "ωB97M-V/def2-TZVPD", "elements": ["F", "O", "C", "H", "F", "F", "C", "F", "F", "F", "C", "Cl", "C", "N", "H", "H", "S", "H", "F", "C", "F", "C", "H", "H", "C", "C", "H", "C", "C", "F", "C", "F", "C", "F", "H", "C", "F", "F", "C", "H", "F", "N", "H", "C", "H", "O", "H", "C", "F", "H", "C", "F", "C", "O"], "coordinates": [[-0.35226, -4.57380, -4.84385], [0.40753, 4.84787, 4.93474], [0.78846, -2.10794, 0.68184], [3.30158, -0.85135, -0.60946], [0.29835, -4.13815, -2.82001], [2.65048, 2.42430, 3.63399], [-0.73373, -2.05743, 0.89663], [0.64293, 2.97022, 3.01236], [1.74073, 5.31173, 1.81005], [0.55275, -2.00438, -4.50866], [-1.05464, 6.03118, 3.38485], [5.78144, -1.05899, 1.47334], [-3.55286, -4.24756, -6.27804], [1.33681, -3.36236, 0.45836], [2.49116, 5.02358, 4.79810], [1.34930, 1.36995, 1.02357], [-0.01212, -4.35354, 0.48449], [-2.50320, -3.70948, -2.51058], [-1.29306, 7.24994, 2.84740], [-0.69191, 0.43896, 1.19265], [-4.41763, -3.41708, -6.90780], [-1.49941, -0.77394, 1.14643], [3.36924, 0.40764, 0.69539], [-1.70427, -5.24195, -2.48325], [1.56871, -0.82909, 0.72619], [-1.99414, -4.43022, -3.15400], [-2.61085, -0.77516, 1.27970], [-0.65488, -2.36823, -4.00657], [1.84582, 3.49032, 3.35530], [-5.02470, -4.71129, -4.50567], [2.47120, 4.24548, 2.18213], [-0.23902, 6.89597, 5.41118], [1.69360, 4.28989, 4.66447], [-1.57534, -1.99683, -4.91694], [-0.82036, -1.79906, -3.08670], [0.10905, 6.09798, 4.37783], [2.55098, 3.43330, 1.09363], [-3.76142, -2.98193, -4.25234], [-0.67876, -3.87250, -3.73375], [3.48374, 4.58037, 2.42453], [1.21867, 6.64131, 3.84350], [-1.29898, -3.32895, 0.79114], [-1.17873, 1.42652, 1.38481], [-3.78944, -4.22597, -4.76546], [-3.68021, -5.25608, -6.67791], [-2.89434, -5.05045, -4.07364], [1.84223, 3.57049, 5.47264], [3.10394, -0.67345, 0.49084], [-2.30806, -3.82732, -6.58790], [-1.96520, 5.67914, 3.87489], [0.80351, 0.39526, 0.97969], [-0.77975, 5.19571, 2.35906], [4.00350, -1.53618, 1.43674], [3.66355, -2.45646, 2.10008]], "nbo_charge": [-0.3107, -0.5055, 0.1724, 0.2719, -0.3269, -0.3242, 0.0777, -0.3151, -0.3145, -0.3245, 0.5014, -0.1265, 0.5017, -0.5774, 0.2122, 0.2321, 0.8690, 0.2147, -0.3181, -0.2006, -0.3209, -0.2178, 0.2576, 0.2294, -0.0477, -0.1424, 0.2439, 0.5175, 0.5953, -0.3190, 0.5172, -0.3162, -0.1412, -0.3189, 0.1438, 0.8457, -0.3317, -0.3171, 0.5950, 0.1481, -0.3171, -0.5870, 0.2343, 0.8459, 0.1538, -0.5070, 0.2337, -0.5444, -0.3160, 0.1552, -0.1924, -0.3195, 0.6007, -0.4698], "gap_ev": 7.97, "e_tot_ha": -3485.1299}



{"formula": "C18H13CoF6N3O6S6Sb", "method": "ωB97M-V/def2-TZVPD", "elements": ["F", "H", "C", "C", "F", "Co", "H", "C", "C", "F", "C", "H", "H", "F", "S", "H", "C", "Sb", "N", "N", "H", "C", "O", "H", "O", "F", "H", "H", "C", "C", "S", "C", "C", "O", "S", "O", "S", "C", "O", "S", "S", "F", "C", "C", "C", "O", "H", "C", "H", "C", "C", "H", "H", "N"], "coordinates": [[1.55309, 1.56451, 2.79914], [1.26883, 2.29786, -4.13334], [-3.56367, -3.70160, 0.52510], [-3.63039, -2.30061, 0.65269], [4.72077, 0.39039, 1.11227], [0.21393, -1.02613, 0.09054], [-0.76177, 1.97522, -2.76572], [0.23605, 2.39538, -0.92580], [-2.36064, -4.29250, 0.23442], [2.29856, 0.85041, 4.69385], [3.77094, 2.96676, -3.27624], [3.47690, 3.27524, -0.60377], [-0.24619, -3.94827, -0.09054], [4.54325, -0.55994, -0.81881], [-1.21829, 2.09195, 0.05833], [3.63903, 2.56788, -4.28135], [-4.75950, -0.24148, 1.18129], [-2.91097, -0.31014, -2.95623], [-1.21872, 0.49771, 0.28776], [2.62391, -1.13487, 2.40025], [-5.71441, -2.16280, 1.15404], [-2.43246, -1.56938, 0.43895], [1.94978, 0.10187, 0.24805], [-3.57422, 1.55872, 1.15328], [-1.07085, 2.84530, 1.28636], [0.17527, 1.08699, 4.40456], [-4.45297, -4.29660, 0.69104], [4.01332, 4.02997, -3.35808], [1.30113, 0.71991, 3.79310], [-4.79758, -1.60457, 1.01243], [-1.11082, -2.03235, -3.11113], [-2.41907, -0.13200, 0.54025], [2.55072, 2.97500, -1.08108], [2.35636, -2.39134, 0.19749], [2.51915, -1.10412, 0.81689], [1.29260, -1.79966, 4.41539], [0.50024, -1.19597, -2.15763], [1.41494, 2.78539, -0.31412], [-2.35077, 2.49663, -0.76674], [1.26660, -1.05091, 3.19501], [-4.74593, -1.52918, -3.53823], [5.15659, -1.71546, 0.89731], [2.52146, 2.77298, -2.45800], [-1.21696, -3.50770, 0.09877], [-3.59162, 0.49322, 0.98522], [0.10561, -1.17920, 2.35708], [4.61898, 2.47091, -2.80246], [4.33011, -0.73545, 0.49182], [-2.27840, -5.36816, 0.14644], [1.31735, 2.42898, -3.05917], [0.17618, 2.23686, -2.29750], [1.42372, 2.92549, 0.75676], [-5.66279, 0.27813, 1.47924], [-1.24636, -2.18927, 0.20079]], "nbo_charge": [-0.3082, 0.1988, -0.1617, -0.0905, -0.3306, 0.7610, 0.2320, -0.2412, -0.2572, -0.3364, -0.6222, 0.1966, 0.2081, -0.3224, 2.3050, 0.2079, -0.1843, 0.9243, -0.9969, -1.2113, 0.1910, 0.1797, -0.9332, 0.2308, -0.9868, -0.3130, 0.1980, 0.2005, 0.7155, -0.2577, -0.3484, 0.1800, -0.2251, -0.9079, 2.2054, -0.9360, -0.5744, -0.1732, -1.0008, 2.2674, -0.8534, -0.3323, -0.0180, 0.0441, -0.2876, -0.9432, 0.2153, 0.7164, 0.2018, -0.2150, -0.1715, 0.2385, 0.1951, -0.4725], "de_lowest_kj_mol": 40.92, "total_charge": -2, "gap_ev": [4.68, 5.19], "e_tot_ha": -5920.8999, "spin_multiplicity": 3}



Please write out number 1 again, unchanged.
{"formula": "C18H12N4O3", "method": "ωB97M-V/def2-TZVPD", "elements": ["H", "C", "H", "H", "H", "C", "C", "C", "H", "N", "C", "O", "C", "C", "C", "C", "H", "H", "C", "H", "C", "N", "C", "C", "H", "N", "C", "C", "H", "O", "C", "O", "H", "C", "H", "N", "C"], "coordinates": [[-2.84740, -2.36848, -2.22644], [-0.02661, 2.52117, 3.45591], [-2.46508, -4.65766, -2.62035], [-0.78304, 5.96015, 1.44912], [-1.01983, 1.73247, -1.14563], [-1.65485, -4.04489, -2.18995], [2.83297, -3.66969, -0.71545], [-0.48048, 2.65078, 0.72739], [-1.96973, 3.88597, -2.17096], [0.04143, 0.18105, 0.53084], [2.60396, -2.44440, -0.02618], [-0.40140, 4.62873, 3.69715], [-1.28705, 5.06117, -0.43598], [0.34386, -2.50238, -0.90398], [0.61501, -3.88682, -1.31612], [-0.11674, 1.34775, 1.28920], [-1.23410, -0.94982, -0.99965], [3.86644, -4.07483, -1.00671], [-0.43465, 3.81840, 1.54107], [-0.24881, -5.59652, -2.23737], [-1.04714, 2.64017, -0.58431], [-0.20119, 3.72859, 2.86440], [1.31876, -1.78200, -0.11082], [-1.89024, -2.71103, -1.91045], [0.46362, 0.52984, 3.22931], [1.18800, -0.49934, 0.40425], [-0.44354, -4.50033, -1.85769], [-0.88212, -1.89096, -1.22797], [0.17542, 2.47738, 4.47263], [2.37154, -5.38031, -1.79048], [-0.77379, 4.97642, 0.85870], [2.20107, -0.04866, 1.02349], [-1.78557, 5.97791, -0.73869], [0.05001, 1.34007, 2.66039], [3.46162, -1.95131, 0.49493], [1.90751, -4.33965, -1.32322], [-1.44787, 3.84105, -1.16037]], "nbo_charge": [0.2136, -0.0003, 0.2323, 0.2448, 0.2272, -0.2240, -0.0349, -0.0522, 0.2207, -0.2910, -0.1439, -0.5295, -0.2155, 0.0376, 0.0503, 0.1261, 0.2507, 0.2544, 0.1340, 0.2406, -0.1973, 0.1120, 0.0379, -0.1477, 0.2291, 0.3053, -0.1773, -0.2152, 0.2249, -0.4782, -0.2002, -0.4625, 0.2279, -0.2243, 0.2716, 0.1444, -0.1914], "de_lowest_kj_mol": 711.37, "gap_ev": 5.83, "e_tot_ha": -1137.5404}